C34H35N4O4S4SeY | the ωB97M-V functional and the def2-TZVPD basis

```
83
Properties=species:S:1:pos:R:3:forces:R:3
H 0.699 4.415 -3.353 0.44 -0.29 -0.49
C -1.448 0.296 3.241 -1.48 -2.26 1.24
C -3.374 1.340 2.528 0.84 -0.22 0.52
C 7.126 0.351 0.913 -0.92 -0.72 -0.98
C -6.501 -2.672 -1.353 -0.49 1.43 -0.16
H 0.641 0.192 -2.807 -0.55 0.12 -0.43
H -6.741 -0.512 -1.308 -0.68 0.57 -0.19
C 0.679 1.037 -3.499 0.67 -0.82 -0.57
Se 0.305 -0.239 3.769 -0.67 0.86 -0.59
H 3.736 0.032 -0.909 0.41 -0.20 0.33
C 1.314 3.246 -5.093 0.21 0.06 -0.60
H 3.270 -4.332 0.995 -0.12 -0.76 0.41
H -3.548 -4.247 -0.664 -0.70 0.93 -0.53
C 4.732 0.474 0.961 -0.51 0.25 -1.02
H -1.497 -2.179 4.218 -0.87 -0.04 0.17
C 7.081 -0.216 -0.399 1.80 0.91 0.97
H -2.673 -2.679 2.944 0.24 0.86 0.79
H 3.288 4.419 1.049 -0.28 0.93 -0.02
C 5.947 0.634 1.590 0.41 -0.05 0.38
H 8.037 0.518 1.422 0.91 0.02 0.28
C -5.553 -3.656 -1.241 0.11 -1.42 0.13
S 0.069 2.751 -1.372 0.57 -0.96 0.54
C 1.345 1.965 -5.670 -0.29 -0.51 0.29
C 2.812 3.117 -0.614 0.86 0.27 -0.30
C 0.801 -3.108 -0.412 -0.95 -0.43 0.48
H -6.514 2.663 2.292 0.73 -0.50 0.10
C -4.244 -3.397 -0.892 1.03 -0.92 0.72
C 2.033 -5.534 -0.387 -1.06 -1.68 0.17
H 5.738 -0.724 -2.042 0.51 0.46 0.91
C -2.360 -1.737 -0.366 0.16 -1.79 -0.01
C 0.914 0.864 -4.884 0.77 0.36 -0.05
H 3.559 2.876 2.804 -0.19 0.22 -0.02
H 3.460 3.542 -1.410 -0.41 -0.24 0.46
C 5.880 -0.315 -1.013 -2.52 -0.45 -1.26
C 3.007 2.595 1.899 -0.27 -0.27 0.95
C -5.005 -0.321 2.970 -2.21 -2.12 0.31
H -4.182 3.364 2.045 0.08 -1.78 0.20
C 3.465 3.409 0.744 -0.01 -0.22 -0.51
H 1.706 1.831 -6.724 -0.64 0.10 1.19
C -2.508 -1.976 3.819 0.28 -1.05 -1.00
H 4.530 3.359 0.733 0.93 -0.26 -0.54
H 1.469 4.666 -1.368 -0.11 -0.46 0.31
H -7.549 -2.951 -1.549 0.63 0.35 0.03
C -3.787 -2.084 -0.683 -0.08 -0.13 -0.32
H 5.920 0.959 2.623 0.48 0.05 0.07
C -5.712 1.915 2.446 -0.10 0.22 -0.37
O -4.321 0.226 -0.889 0.90 -0.55 0.38
C -6.034 0.609 2.787 1.02 -0.45 -0.37
H 1.934 -6.449 0.375 0.26 2.34 -1.42
C 4.685 0.064 -0.362 -0.13 -0.12 -0.33
H 3.964 -4.641 -0.549 0.42 0.06 -0.38
S 0.390 -4.751 -0.641 -0.56 -1.31 0.18
H -5.926 -4.662 -1.407 0.50 -0.11 0.19
C 0.713 2.312 -2.992 -0.66 0.78 0.53
H 1.930 2.746 2.101 0.39 -0.42 0.13
H 1.068 4.167 0.256 -0.04 -0.26 -0.02
C 3.029 -4.471 -0.049 0.67 1.06 0.98
N -2.500 -0.592 3.334 -0.31 0.85 -0.73
H -5.337 -1.370 3.174 0.62 0.98 -0.04
H -3.302 0.070 -0.626 -1.85 1.31 -0.32
H 8.001 -0.473 -0.975 -0.76 0.20 0.87
H 1.584 4.115 -5.693 -0.12 -0.24 0.11
H 2.280 -5.977 -1.357 0.03 -0.01 0.25
C -6.099 -1.349 -1.222 1.36 -0.49 0.52
N -1.942 1.447 2.731 -1.13 0.32 -0.62
H -3.361 -2.179 4.511 0.95 0.58 -0.24
C -4.741 -1.050 -0.919 -0.05 -0.13 -0.18
C 1.443 3.783 -0.699 -0.49 0.00 -0.67
S 3.251 0.805 1.907 -0.76 -0.58 -0.70
H -7.061 0.284 2.850 -0.03 -0.01 0.14
H 0.853 -0.140 -5.331 0.13 0.57 0.34
O 2.088 0.305 0.999 1.45 0.16 0.38
C -3.689 0.033 2.880 1.02 0.91 0.52
H -1.503 2.335 2.904 0.27 0.09 -0.05
Y 0.008 -0.121 0.898 -1.15 -1.10 -0.89
N -1.411 -2.708 -0.353 -3.86 0.75 -0.54
N -0.170 -2.260 -0.214 3.09 2.19 0.60
C -4.377 2.260 2.265 0.25 2.73 -0.04
C 0.923 3.427 -3.779 -0.20 0.41 -0.15
S 2.492 -2.753 -0.430 0.12 0.13 -0.37
H 2.804 2.038 -0.809 -0.34 0.22 0.11
O -2.134 -0.455 -0.118 1.98 -0.98 0.64
O 0.098 1.422 -0.551 0.07 1.70 -0.80
```
Forces are in eV/Å.

E_LUMO (eV): -5.24
Net charge: +2
Multiplicity: 1
HOMO level (eV): -11.66
Orbital gap (eV): 6.42